(1)
A molecular structure, C41H32HfN3O2P2S2. Source: the Open Molecules 2025 dataset; level of theory: ωB97M-V/def2-TZVPD.

The geometry in XYZ format:
```
83
Properties=species:S:1:pos:R:3:forces:R:3:lowdin_charge:R:1
Hf 0.656406 0.062863 -0.864952 -0.7246 0.0531 -0.1174 1.37
S -1.491240 -1.377618 -0.542141 0.0952 0.1052 0.1434 0.39
P -2.226092 0.527550 -0.626766 -0.1066 0.1863 -0.0238 0.44
C -1.036211 1.308533 -1.540724 0.0738 -0.1203 0.2822 -0.72
P -0.519473 2.911004 -1.233490 0.0501 0.1412 -0.2594 0.47
S 1.387957 2.553575 -0.642791 0.1247 0.0492 0.1366 0.40
C -0.593523 3.913638 -2.731607 0.0944 -0.0888 -0.0632 -0.34
C -0.280052 3.293557 -3.940596 -0.0226 -0.1460 -0.0317 -0.09
C -0.304133 4.010776 -5.121827 -0.0088 0.0820 -0.0280 -0.07
C -0.643228 5.358645 -5.107613 0.0134 -0.0476 0.0112 -0.06
C -0.949146 5.982640 -3.908878 0.0170 -0.0026 -0.0422 -0.06
C -0.921510 5.264264 -2.723130 0.0603 0.1417 0.1728 -0.07
C -1.456804 3.827719 -0.000010 -0.0888 0.1455 0.0081 -0.36
C -0.890012 4.224932 1.204007 0.0804 -0.0685 0.0206 -0.09
C -1.646546 4.931229 2.127852 -0.0024 0.0163 0.0377 -0.06
C -2.966494 5.248433 1.852245 -0.0354 -0.0133 -0.0350 -0.06
C -3.538275 4.858078 0.646768 0.0155 0.0279 0.0582 -0.06
C -2.786409 4.154097 -0.274920 -0.0182 -0.0438 -0.1061 -0.10
C -2.239286 1.010801 1.128519 -0.0033 -0.0490 0.2109 -0.35
C -1.044926 0.881799 1.840881 0.3967 -0.0433 -0.0775 -0.15
C -0.951487 1.174275 3.185105 -0.2005 0.0868 -0.0026 -0.06
C -2.090285 1.608280 3.860654 0.1421 -0.0306 -0.0087 -0.06
C -3.279519 1.758034 3.174592 -0.0460 0.0112 -0.0188 -0.06
C -3.355909 1.463529 1.817475 -0.0202 0.0625 -0.1086 -0.07
C -3.903749 0.684791 -1.236922 -0.1102 -0.4172 0.0231 -0.34
C -4.942111 -0.065742 -0.682944 0.0078 0.0162 0.0467 -0.09
C -6.225810 0.059186 -1.182697 0.0068 0.0383 -0.0347 -0.06
C -6.473418 0.925886 -2.241955 -0.0306 -0.0386 0.0353 -0.06
C -5.439145 1.652010 -2.810225 -0.0022 0.0249 -0.0209 -0.06
C -4.149665 1.524665 -2.315463 0.0649 0.0347 -0.0496 -0.09
H -0.030257 2.238662 -3.961084 -0.0261 0.0327 0.0408 0.10
H -0.059791 3.520090 -6.053460 0.0006 -0.0040 -0.0329 0.11
H -0.664792 5.920192 -6.031066 -0.0021 0.0177 -0.0287 0.11
H -1.205020 7.032468 -3.891213 -0.0127 0.0352 -0.0054 0.11
H -1.145328 5.773274 -1.793803 -0.0205 -0.0539 0.0022 0.11
H 0.141409 3.979250 1.422794 0.0057 -0.0014 -0.0219 0.08
H -1.197509 5.236994 3.063056 0.0014 0.0099 0.0173 0.11
H -3.550829 5.804360 2.572841 -0.0148 0.0125 0.0148 0.11
H -4.565988 5.106961 0.421300 -0.0336 0.0179 0.0085 0.11
H -3.240797 3.864307 -1.214935 0.0356 0.0064 -0.0120 0.10
H -0.092195 0.558672 1.374891 -0.4286 0.0443 0.1252 0.05
H -0.008204 1.070664 3.700918 0.0376 -0.0070 0.0296 0.12
H -2.038456 1.835113 4.916264 0.0038 -0.0005 0.0330 0.11
H -4.162268 2.107890 3.691831 -0.0215 0.0116 0.0089 0.11
H -4.292977 1.609077 1.297013 -0.0093 -0.0334 -0.0269 0.11
H -4.746640 -0.750067 0.134498 0.0235 -0.0056 0.0131 0.11
H -7.031460 -0.521089 -0.754999 -0.0169 -0.0082 0.0067 0.11
H -7.477309 1.021262 -2.632357 -0.0202 0.0060 -0.0149 0.11
H -5.630709 2.307810 -3.648386 -0.0094 0.0107 -0.0132 0.11
H -3.328670 2.060231 -2.779243 0.0167 -0.0070 0.0083 0.10
C 2.658419 -4.862172 5.271213 -0.0327 0.0166 0.0431 -0.08
O 2.806968 -5.916824 4.338197 0.0318 -0.0294 -0.1003 -0.07
C 3.548042 -5.684700 3.229753 -0.0766 -0.0845 0.0895 -0.28
C 4.152717 -4.466095 2.933771 0.0010 -0.0075 0.0013 0.00
C 4.881636 -4.320778 1.760778 -0.0208 0.0584 0.1309 -0.02
C 5.019547 -5.394660 0.897913 0.1443 -0.1556 -0.3630 -0.28
C 4.465388 -6.630686 1.227994 -0.0675 0.0169 0.1215 -0.02
C 3.708193 -6.774542 2.369611 0.0760 0.1383 -0.0477 0.01
N 5.801812 -5.408500 -0.312488 -0.0241 -0.2684 0.3818 0.08
N 5.827455 -4.472578 -1.110033 -0.3041 0.5945 -0.1362 0.08
C 4.987207 -3.302297 -0.919448 0.2767 -0.2145 -0.1938 -0.23
C 5.587411 -2.082790 -0.770291 -0.1838 0.0933 -0.0191 -0.01
C 4.823474 -0.902679 -0.624795 -0.0714 -0.2803 -0.0085 0.03
C 3.457330 -0.975703 -0.683918 -0.0054 -0.0690 0.1761 -0.33
O 2.641460 0.080476 -0.538163 0.4355 -0.0354 -0.1398 -0.36
C 2.822970 -2.217755 -0.931122 0.1937 0.2742 -0.0165 -0.15
N 1.457121 -2.165109 -1.073407 0.1977 -0.1471 -0.2002 -0.03
C 0.835451 -3.309599 -1.317260 -0.0226 -0.0341 -0.1252 -0.15
C 1.499097 -4.534551 -1.451800 -0.0779 0.0675 0.0008 -0.01
C 2.860822 -4.584150 -1.334250 0.1381 0.1388 0.0558 0.04
C 3.572831 -3.398286 -1.051669 0.0328 -0.0931 -0.0441 -0.09
H 2.036622 -5.256474 6.070602 0.0331 0.0236 -0.0172 0.10
H 2.159767 -4.001184 4.816541 0.0234 -0.0101 0.0232 0.09
H 3.626062 -4.557877 5.678159 -0.0284 0.0138 -0.0007 0.10
H 4.075873 -3.628654 3.610146 -0.0039 0.0160 0.0202 0.10
H 5.354946 -3.371265 1.553550 -0.0032 -0.0679 0.0234 0.11
H 4.646949 -7.471624 0.572480 -0.0002 -0.0247 -0.0213 0.12
H 3.262258 -7.721337 2.635526 -0.0328 -0.0351 0.0244 0.12
H 6.667066 -2.027028 -0.736153 0.0272 -0.0366 0.0029 0.13
H 5.305844 0.050990 -0.466546 -0.0134 0.0402 0.0019 0.13
H -0.236403 -3.265725 -1.444847 -0.0027 -0.0205 0.0000 0.04
H 0.920259 -5.420011 -1.668178 -0.0034 -0.0095 -0.0023 0.12
H 3.393309 -5.513356 -1.475163 0.0315 -0.0661 0.0273 0.12
```
Positions in Å, forces in eV/Å.

Computed properties:
HOMO: -0.3745 Ha
Charge: +1
ΔE to the lowest compared entry with this formula, charge and spin: 24.6 kcal per mole
2S+1: 1

(2)
5 unconnected molecules or ions with the total composition C70H62FIN3O12S at a distorted geometry. Source: the Open Molecules 2025 dataset; level of theory: ωB97M-V/def2-TZVPD.

The geometry in XYZ format:
```
150
Properties=species:S:1:pos:R:3:forces:R:3:lowdin_charge:R:1
C 3.514885 -1.697766 4.492760 0.6493 -1.3608 -0.8295 -0.06
C 4.234892 -1.899062 3.079684 -0.3109 0.9675 2.5600 -0.28
N 3.306512 -1.373328 2.066113 2.1244 -1.1075 -0.2634 0.05
C 3.386113 -1.928320 0.732319 -1.8706 -1.3738 0.4408 -0.41
O 2.037115 -1.812295 0.247149 1.3486 1.1595 -0.8449 -0.13
C 1.656963 -0.452246 0.012426 -0.9649 1.3926 -0.9005 -0.17
C 0.303031 -0.086693 0.728637 1.2219 -1.1797 0.0623 -0.18
N -0.721957 -1.018598 0.212339 0.0118 1.3570 0.7690 -0.04
C -2.025213 -0.363593 -0.032823 -1.1244 -1.0839 -0.5434 -0.18
C -3.166300 -0.906721 0.887679 -0.3752 1.2092 0.4112 -0.41
C -2.996715 -0.367726 2.354236 0.1342 -0.4345 -0.4902 -0.05
O -3.258250 -2.334897 0.860177 0.5893 0.4443 -0.1532 -0.04
C 4.470683 -1.458972 -0.318122 1.0138 2.0590 -0.8510 -0.21
C 5.814048 -0.778897 0.104804 -0.6233 0.8454 -0.1578 -0.63
I 7.226455 -2.119249 1.074182 -0.3589 0.2486 -0.3327 0.99
C 5.626788 0.592487 0.870247 0.4745 0.0055 -0.5893 -0.27
C 6.950323 1.435363 0.690618 0.1080 -0.6165 0.4558 -0.11
N 4.763895 -2.608215 -1.268185 -1.2016 -1.7023 0.0409 0.10
C 3.610825 -3.549293 -1.024908 0.1606 -2.9145 1.0395 -0.08
C 3.566560 -3.511511 0.553438 -1.0389 0.3836 -0.0389 -0.19
S 2.066298 -4.476358 1.084926 -6.1106 1.3756 1.1579 0.80
O 1.102343 -4.589853 -0.034652 3.4803 -0.6138 1.7370 -0.26
O 1.430348 -3.871852 2.273756 2.7762 -1.5844 -2.0449 -0.26
F 2.552864 -5.982671 1.547660 0.1688 2.1945 -1.0554 -0.18
H 2.885825 -2.611071 4.626352 0.0968 1.0206 0.0844 0.08
H 4.306902 -1.733292 5.272772 -0.6902 0.3320 -0.3277 0.08
H 2.903743 -0.774665 4.512943 0.4651 -0.5458 0.1241 0.08
H 5.195443 -1.327879 3.177671 -0.6064 -0.5867 -0.5718 0.06
H 4.461798 -2.980811 3.026640 -0.1846 0.6608 -0.4912 0.10
H 3.406050 -0.362429 2.088043 -0.2889 -0.1436 -0.3492 0.11
H 2.468371 0.290803 0.248620 -0.5606 -0.7144 0.1842 0.11
H 1.474777 -0.329972 -1.089821 0.0874 -0.2015 0.8046 0.13
H 0.458880 -0.264485 1.820504 -0.0719 0.4410 -0.5999 0.12
H 0.066174 0.982694 0.542452 0.1229 -0.7105 0.0373 0.12
H -0.839795 -1.729947 0.930956 -0.1406 -0.1000 -0.3973 0.10
H -2.017928 0.742905 0.081763 0.2615 -0.6846 0.0446 0.11
H -2.312400 -0.574675 -1.091992 0.1014 0.1987 0.7001 0.12
H -4.134702 -0.494239 0.503436 0.7840 -0.1514 0.1908 0.13
H -2.060296 -0.738345 2.842916 -0.7292 0.1219 -0.4274 0.08
H -2.936659 0.742359 2.325524 -0.2582 -0.6676 0.1442 0.08
H -3.873647 -0.717008 2.940817 0.6325 0.4234 -0.1785 0.08
H -4.181866 -2.576617 0.962119 -0.0234 0.0412 0.0306 0.08
H 4.066652 -0.702867 -1.042420 -0.2361 -0.4824 0.9762 0.17
H 6.314360 -0.484619 -0.852754 -0.2733 -0.5201 0.7537 0.09
H 5.393937 0.454316 1.945197 0.2579 -0.0231 -0.6430 0.09
H 4.755831 1.147522 0.432299 0.6593 -0.5604 0.1083 0.12
H 7.539442 1.096099 -0.198496 -0.6139 0.3553 0.5587 0.08
H 7.599693 1.221379 1.571607 -0.3647 0.4302 -0.6228 0.08
H 6.769540 2.525216 0.604701 0.0334 -0.7072 0.1790 0.08
H 5.565388 -3.213289 -1.043812 0.4762 0.8438 0.3148 0.12
H 4.847660 -2.361269 -2.257554 -0.0391 0.2916 0.2272 0.20
H 3.827208 -4.625558 -1.252636 0.5227 1.0512 -0.4449 0.15
H 2.678780 -3.363768 -1.590440 0.4950 0.6906 0.8595 0.15
H 4.409696 -3.948780 1.129793 -0.1643 0.2771 -0.8990 0.12
C -8.473356 -3.954844 -1.420573 -0.0228 0.1194 0.0276 -0.05
C -9.783840 -3.887455 -1.885218 0.0481 0.1394 0.0390 -0.05
C -10.471053 -2.682345 -1.857333 -0.0061 -0.1846 -0.0595 0.01
C -9.853030 -1.540983 -1.352973 0.1299 -0.2300 0.0227 -0.08
C -8.547631 -1.613677 -0.864464 -0.0564 -0.1706 -0.0671 -0.08
C -7.855989 -2.821717 -0.910574 -0.0703 -0.1792 -0.0554 0.00
C -7.894614 -0.418935 -0.278960 0.5647 -0.0839 0.1978 -0.27
O -6.753629 -0.478997 0.144943 -0.0453 -0.0060 -0.0148 0.08
C -8.657709 0.849841 -0.210288 -0.1020 0.2078 0.0441 -0.08
C -8.078661 1.966520 0.388108 -0.0569 0.1848 0.0246 0.00
C -8.777613 3.163610 0.446040 -0.0118 -0.1200 -0.0524 -0.05
C -10.053736 3.253243 -0.101666 0.0205 -0.1162 -0.0237 -0.05
C -10.636469 2.142027 -0.693712 0.1164 0.1806 0.1064 0.01
C -9.945895 0.934798 -0.741460 0.0612 0.1531 0.0584 -0.07
C -10.592336 -0.256931 -1.345462 -0.6814 -0.0707 -0.3060 -0.25
O -11.711325 -0.193888 -1.823652 0.5126 0.1742 0.0465 0.09
H -7.935157 -4.894467 -1.451389 -0.0190 0.0404 0.0044 0.11
H -10.268776 -4.775589 -2.271244 0.0130 0.0441 0.0107 0.11
H -11.488964 -2.632574 -2.224001 0.0433 0.1428 0.0679 0.13
H -6.838719 -2.879754 -0.545270 -0.0594 0.1381 0.0150 0.11
H -7.084585 1.902043 0.812234 -0.0411 -0.1436 -0.0761 0.12
H -8.327409 4.029354 0.916320 -0.0163 -0.0373 -0.0208 0.11
H -10.595899 4.190311 -0.062799 0.0184 -0.0423 -0.0014 0.11
H -11.627977 2.214661 -1.113816 0.0545 -0.1522 -0.0486 0.09
C 10.457752 3.940418 0.503277 -0.0540 0.1175 0.0612 -0.06
C 11.498269 4.738528 0.035241 -0.0653 0.0928 0.0892 -0.05
C 11.614672 6.052589 0.465550 0.0451 -0.1907 -0.1084 0.01
C 10.682994 6.577892 1.357583 -0.0426 -0.2794 -0.1029 -0.08
C 9.627357 5.785306 1.807652 0.1501 -0.0787 -0.1330 -0.08
C 9.524075 4.462243 1.386987 0.1296 -0.1575 -0.1839 -0.01
C 8.598740 6.343134 2.719564 -0.5283 -0.3160 0.2706 -0.28
O 7.679713 5.647816 3.113805 0.1124 0.0505 -0.0955 0.09
C 8.706452 7.762239 3.133120 -0.0015 0.2169 0.0521 -0.09
C 7.719203 8.318565 3.943185 -0.0467 0.1795 0.0931 0.00
C 7.817809 9.642673 4.346621 0.0791 -0.0995 -0.0764 -0.05
C 8.906839 10.414377 3.950627 0.0169 -0.1279 -0.0580 -0.05
C 9.890192 9.866664 3.139255 -0.1027 0.1277 0.0967 0.01
C 9.788199 8.542357 2.720492 -0.1715 0.0817 0.1469 -0.08
C 10.826677 7.978507 1.825209 0.5496 0.4743 -0.1717 -0.28
O 11.776357 8.651324 1.475065 -0.1354 -0.1248 0.0277 0.11
H 10.373201 2.911406 0.173409 0.0191 0.0338 0.0153 0.10
H 12.219953 4.334122 -0.664016 -0.0176 0.0193 0.0394 0.11
H 12.427930 6.669053 0.103841 -0.0846 0.0853 0.1234 0.12
H 8.713459 3.840278 1.745208 -0.0155 0.1647 0.0858 0.10
H 6.872156 7.721459 4.256386 0.1119 -0.0935 -0.0756 0.12
H 7.046448 10.074703 4.972406 0.0338 -0.0248 -0.0213 0.11
H 8.985989 11.445642 4.272180 0.0019 -0.0439 -0.0162 0.11
H 10.733145 10.471296 2.829543 0.0084 -0.1502 -0.0725 0.12
C -14.402616 1.677894 -0.501996 -0.1833 -0.1409 0.1312 -0.05
C -15.370427 2.360047 0.230840 0.0000 -0.1286 0.0184 -0.05
C -16.333137 1.654882 0.938535 0.0926 0.1790 -0.0607 0.00
C -16.339096 0.263241 0.906067 0.1700 0.0820 -0.1491 -0.08
C -15.383105 -0.419599 0.151664 -0.0211 0.3001 0.0430 -0.07
C -14.406636 0.291037 -0.543592 0.0030 0.0352 -0.0651 0.01
C -15.405865 -1.900501 0.067709 0.4961 -0.2952 -0.3862 -0.28
O -14.570552 -2.497892 -0.585792 -0.1045 0.0568 0.1033 0.10
C -16.470592 -2.639905 0.788700 -0.1958 -0.1375 0.1065 -0.08
C -16.541299 -4.026370 0.675082 -0.1214 -0.1669 0.0789 0.00
C -17.525409 -4.729085 1.355908 0.0565 0.1409 -0.0139 -0.06
C -18.437597 -4.051580 2.160382 0.0786 0.1027 -0.0492 -0.06
C -18.374793 -2.670176 2.272646 -0.0635 -0.1949 0.0168 0.00
C -17.397324 -1.959658 1.579890 -0.0037 -0.2590 -0.0160 -0.08
C -17.362016 -0.480671 1.680032 -0.4759 0.3753 0.4065 -0.28
O -18.161002 0.112195 2.380018 0.1105 -0.0934 -0.0977 0.11
H -13.649137 2.230060 -1.046057 -0.0690 -0.0146 -0.0484 0.09
H -15.372325 3.443374 0.251145 -0.0094 -0.0420 0.0097 0.11
H -17.081038 2.188402 1.511462 -0.0152 -0.1665 0.0288 0.12
H -13.655264 -0.235686 -1.119262 -0.2418 -0.0088 0.1164 0.09
H -15.832066 -4.557723 0.053113 0.0430 0.1665 0.0060 0.12
H -17.581577 -5.806826 1.261901 0.0085 0.0441 0.0029 0.11
H -19.200921 -4.602019 2.696859 0.0287 0.0277 -0.0217 0.11
H -19.088717 -2.146125 2.895412 0.0985 0.1136 -0.0808 0.12
C 13.239120 0.101153 -5.242813 -0.0841 -0.0955 0.0190 -0.05
C 13.307061 -0.639581 -6.419767 -0.1062 -0.0588 0.0879 -0.04
C 12.512841 -1.766121 -6.580489 0.1234 0.1291 -0.0559 0.01
C 11.654924 -2.163601 -5.558501 0.1320 0.1776 0.0760 -0.08
C 11.604267 -1.434127 -4.368440 0.0979 0.0406 -0.1361 -0.09
C 12.390789 -0.294243 -4.218587 0.1280 0.0925 -0.0971 0.00
C 10.732508 -1.871577 -3.252973 0.1421 0.4865 0.5003 -0.28
O 10.680781 -1.235971 -2.215319 -0.1182 -0.1082 -0.1100 0.09
C 9.925743 -3.105815 -3.419041 -0.1379 -0.2432 -0.0555 -0.08
C 9.145448 -3.561679 -2.359801 -0.2240 -0.1699 0.0642 -0.02
C 8.374997 -4.707222 -2.507302 0.0322 0.1922 -0.1214 -0.08
C 8.374338 -5.397813 -3.717242 0.0311 0.0811 -0.0505 -0.06
C 9.155192 -4.949894 -4.773246 -0.1301 -0.1129 0.1285 0.01
C 9.940009 -3.808065 -4.623405 -0.2076 -0.1194 0.2617 -0.07
C 10.798041 -3.358010 -5.748028 0.1610 -0.2570 -0.7350 -0.28
O 10.799610 -3.962527 -6.801534 -0.0682 0.0450 0.1964 0.12
H 13.853373 0.985140 -5.122978 -0.0244 -0.0403 -0.0012 0.11
H 13.978970 -0.336294 -7.213127 -0.0352 -0.0140 0.0288 0.11
H 12.564799 -2.336469 -7.499246 -0.1176 -0.0569 0.0957 0.12
H 12.345008 0.281347 -3.302876 -0.0762 -0.1356 0.0154 0.12
H 9.141721 -3.026212 -1.419540 0.1328 0.0985 -0.0686 0.07
H 7.772918 -5.064298 -1.678003 0.0784 -0.0455 0.0147 0.09
H 7.768504 -6.288470 -3.834107 0.0505 0.0206 -0.0045 0.11
H 9.156976 -5.491250 -5.710939 0.1202 0.1221 -0.0059 0.13
```
Positions in Å, forces in eV/Å.

Computed properties:
HOMO: -0.3829 Ha
Charge: +1
ΔE to the lowest compared entry with this formula, charge and spin: 41.2 kcal per mole
2S+1: 1